{
  "formula": "C23H26BrN4O6",
  "method": "the ωB97M-V functional and the def2-TZVPD basis",
  "max_force_ev_per_a": 1.28,
  "homo_lumo_gap_ev": 7.48,
  "charge": 1,
  "multiplicity": 1,
  "e_homo_ev": -11.5,
  "species": ["Br", "C", "C", "C", "N", "C", "C", "H", "H", "H", "H", "H", "H", "H", "H", "H", "H", "H", "C", "C", "C", "C", "C", "C", "N", "O", "O", "H", "H", "H", "H", "H", "C", "C", "C", "C", "C", "C", "N", "O", "O", "H", "H", "H", "H", "H", "C", "C", "C", "C", "C", "C", "N", "O", "O", "H", "H", "H", "H", "H"],
  "xyz": [[-5.388, -0.964, 4.128], [-4.170, -0.844, 2.598], [-3.246, 0.386, 2.759], [-1.765, 0.080, 2.588], [-1.673, -0.881, 1.437], [-2.042, -2.207, 1.993], [-3.518, -2.237, 2.388], [-4.816, -0.648, 1.755], [-3.395, 0.882, 3.711], [-3.518, 1.122, 2.004], [-1.148, 0.953, 2.415], [-1.435, -0.447, 3.476], [-0.746, -0.899, 1.009], [-2.332, -0.620, 0.694], [-1.370, -2.462, 2.804], [-1.831, -2.934, 1.212], [-4.062, -2.725, 1.587], [-3.617, -2.861, 3.268], [3.040, -2.599, 4.882], [3.166, -1.221, 4.783], [3.044, -0.599, 3.551], [2.793, -1.372, 2.429], [2.672, -2.753, 2.510], [2.796, -3.363, 3.748], [2.635, -0.713, 1.130], [2.761, 0.498, 1.085], [2.373, -1.411, 0.164], [3.134, -3.081, 5.846], [3.360, -0.628, 5.665], [3.145, 0.473, 3.470], [2.484, -3.352, 1.631], [2.704, -4.437, 3.827], [-3.875, 0.850, -5.338], [-3.669, 1.928, -4.485], [-3.593, 1.726, -3.119], [-3.722, 0.435, -2.631], [-3.933, -0.652, -3.465], [-4.010, -0.436, -4.829], [-3.622, 0.214, -1.194], [-3.447, 1.171, -0.462], [-3.699, -0.939, -0.771], [-3.930, 1.013, -6.406], [-3.567, 2.926, -4.887], [-3.435, 2.561, -2.453], [-4.037, -1.650, -3.065], [-4.173, -1.270, -5.496], [3.220, 2.853, -1.358], [3.809, 3.869, -2.099], [4.732, 3.563, -3.086], [5.047, 2.236, -3.317], [4.474, 1.213, -2.585], [3.553, 1.527, -1.597], [6.012, 1.904, -4.378], [6.513, 2.826, -4.992], [6.245, 0.726, -4.576], [2.497, 3.096, -0.589], [3.550, 4.902, -1.909], [5.195, 4.348, -3.665], [4.737, 0.184, -2.779], [3.093, 0.742, -1.018]]
}

---

{
  "formula": "C23H26BrNO4",
  "method": "the ωB97M-V functional and the def2-TZVPD basis",
  "max_force_ev_per_a": 0.85,
  "homo_lumo_gap_ev": 9.52,
  "relative_energy_kcal_mol": 0.5,
  "multiplicity": 1,
  "e_homo_ev": -8.9,
  "species": ["O", "C", "N", "C", "C", "C", "C", "C", "C", "C", "C", "C", "C", "C", "C", "C", "C", "Br", "C", "C", "C", "C", "O", "C", "C", "C", "C", "O", "O", "H", "H", "H", "H", "H", "H", "H", "H", "H", "H", "H", "H", "H", "H", "H", "H", "H", "H", "H", "H", "H", "H", "H", "H", "H", "H"],
  "xyz": [[-0.903, -2.615, 1.609], [-1.387, -1.504, 1.518], [-2.710, -1.248, 1.555], [-3.723, -2.273, 1.477], [-4.593, -2.079, 0.261], [-4.016, -1.755, -0.961], [-4.806, -1.555, -2.079], [-6.183, -1.677, -1.990], [-6.764, -2.003, -0.777], [-5.974, -2.199, 0.343], [-0.547, -0.275, 1.357], [0.760, -0.285, 1.610], [1.628, 0.917, 1.385], [2.975, 0.540, 0.822], [4.127, 1.192, 1.244], [5.361, 0.869, 0.711], [5.438, -0.119, -0.255], [7.135, -0.573, -0.995], [4.305, -0.784, -0.692], [3.078, -0.448, -0.151], [0.899, 1.854, 0.412], [-0.552, 2.049, 0.845], [-1.168, 2.865, -0.087], [-2.510, 3.239, 0.188], [-3.534, 2.294, -0.444], [-4.963, 2.755, -0.163], [-6.010, 1.742, -0.640], [-6.040, 1.584, -2.036], [-1.256, 0.816, 0.926], [-3.005, -0.290, 1.442], [-3.190, -3.229, 1.425], [-4.335, -2.265, 2.386], [-2.941, -1.665, -1.033], [-4.345, -1.307, -3.025], [-6.799, -1.512, -2.860], [-7.837, -2.097, -0.700], [-6.433, -2.449, 1.289], [1.209, -1.198, 1.965], [1.782, 1.437, 2.339], [4.064, 1.961, 2.000], [6.254, 1.377, 1.042], [4.382, -1.554, -1.444], [2.191, -0.966, -0.482], [1.378, 2.830, 0.359], [0.889, 1.419, -0.588], [-0.595, 2.511, 1.855], [-2.665, 3.299, 1.273], [-2.624, 4.241, -0.238], [-3.385, 1.286, -0.054], [-3.347, 2.268, -1.519], [-5.097, 2.901, 0.910], [-5.143, 3.709, -0.661], [-7.008, 2.095, -0.368], [-5.840, 0.772, -0.149], [-5.210, 1.186, -2.319]]
}

---

{
  "formula": "C23H26CuNS4",
  "method": "the ωB97M-V functional and the def2-TZVPD basis",
  "max_force_ev_per_a": 0.29,
  "homo_lumo_gap_ev": [7.82, 7.66],
  "charge": 1,
  "multiplicity": 2,
  "e_homo_ev": [-10.8, -11.1],
  "species": ["Cu", "C", "C", "S", "C", "C", "S", "C", "C", "S", "C", "C", "S", "H", "H", "H", "H", "H", "H", "H", "H", "H", "H", "H", "H", "H", "H", "H", "H", "C", "C", "C", "C", "C", "C", "C", "C", "C", "C", "C", "C", "C", "C", "C", "N", "H", "H", "H", "H", "H", "H", "H", "H", "H", "H"],
  "xyz": [[-0.724, 0.116, -0.426], [-1.883, 1.788, 2.251], [-2.821, 2.098, 1.093], [-2.124, 2.089, -0.586], [-1.583, 3.808, -0.834], [-0.193, 4.207, -0.375], [1.067, 3.472, -1.466], [2.490, 3.372, -0.342], [2.675, 1.979, 0.250], [1.057, 1.384, 0.817], [1.452, 0.160, 2.089], [0.261, 0.101, 3.044], [-1.340, 0.050, 2.180], [-2.424, 1.943, 3.185], [-1.012, 2.441, 2.242], [-3.287, 3.072, 1.245], [-3.628, 1.364, 1.065], [-2.339, 4.437, -0.361], [-1.684, 3.964, -1.910], [-0.010, 3.892, 0.651], [-0.114, 5.295, -0.417], [2.363, 4.121, 0.439], [3.379, 3.647, -0.909], [3.347, 2.014, 1.109], [3.095, 1.292, -0.479], [2.345, 0.473, 2.631], [1.644, -0.812, 1.633], [0.257, 0.962, 3.712], [0.314, -0.796, 3.660], [-4.608, -1.769, -0.769], [-4.216, -3.085, -0.586], [-2.868, -3.391, -0.488], [-1.918, -2.373, -0.552], [-2.310, -1.034, -0.698], [-3.659, -0.752, -0.823], [-0.472, -2.642, -0.582], [0.094, -3.918, -0.336], [1.437, -4.095, -0.467], [2.249, -3.024, -0.915], [3.630, -3.158, -1.176], [4.340, -2.109, -1.691], [3.693, -0.891, -1.976], [2.361, -0.724, -1.705], [1.620, -1.784, -1.146], [0.289, -1.606, -0.902], [-5.659, -1.530, -0.876], [-4.953, -3.874, -0.543], [-2.571, -4.426, -0.388], [-4.005, 0.261, -0.994], [-0.543, -4.735, -0.033], [1.891, -5.057, -0.265], [4.108, -4.110, -0.984], [5.394, -2.218, -1.906], [4.254, -0.086, -2.433], [1.843, 0.194, -1.956]]
}